ORCA calculation (ωB97M-V/def2-TZVPD) on the ion C2H6IN3 with charge +2.

Structure (XYZ):
```
12
Properties=species:S:1:pos:R:3:mulliken_charge:R:1
C 1.005 -0.385 0.000 0.18
C -1.290 0.508 0.000 0.51
N 1.783 -1.406 0.000 -0.20
N -1.012 1.775 0.000 -0.27
N -0.338 -0.486 0.000 -0.19
I -3.288 -0.144 0.000 0.38
H 1.460 0.605 0.000 0.32
H 2.800 -1.302 0.000 0.31
H 1.452 -2.373 0.000 0.27
H -0.077 2.180 0.000 0.19
H -1.766 2.464 0.000 0.27
H -0.728 -1.435 0.000 0.23
```

As for the total charge: +2. As for the energy relative to the best compared isomer or geometry (same formula, charge and spin): 0.146 eV. The LUMO energy comes out at -9.94 eV. The maximum force comes out at 0.97 eV Å⁻¹. Its SMILES is N/C=[NH+]/C(=[NH2+])I. The HOMO-LUMO gap is 8.837 eV.



ORCA calculation (ωB97M-V/def2-TZVPD) on a structure of composition C36H100ClCu2N9O9.

Structure (XYZ):
```
157
Properties=species:S:1:pos:R:3:mulliken_charge:R:1
Cu -10.090 -21.483 -1.473 -0.22
Cu -12.070 -24.529 0.443 1.45
N -8.438 -24.583 0.258 2.01
H -9.261 -24.774 0.976 0.22
H -8.796 -24.963 -0.622 0.34
H -7.580 -25.081 0.493 -0.38
H -8.374 -23.514 0.134 -0.94
N -10.168 -22.093 2.393 0.83
H -9.619 -21.763 3.238 0.15
H -11.116 -21.749 2.333 0.50
H -10.306 -23.147 2.273 0.04
H -9.686 -21.867 1.494 -0.89
O -10.544 -24.740 1.800 -0.94
H -10.766 -25.591 2.145 -0.17
O -8.884 -21.934 0.023 3.13
H -8.311 -21.188 0.055 -1.66
Cl -10.473 -24.318 -2.978 2.01
O -9.470 -25.330 -2.760 -0.76
O -10.022 -23.199 -3.818 -0.66
O -11.690 -24.891 -3.417 -0.68
O -10.804 -23.719 -1.665 -1.22
N -12.664 -21.465 0.201 0.64
O -12.873 -22.588 0.775 -0.68
O -12.351 -20.495 0.931 -0.66
O -12.490 -21.387 -1.049 -0.63
C -11.681 -20.060 -4.187 -1.19
C -10.175 -19.936 -4.133 -0.82
N -9.640 -19.813 -2.728 1.10
C -8.127 -19.737 -2.779 0.02
C -7.458 -21.036 -3.234 -1.23
C -10.131 -18.601 -2.026 -1.04
C -9.971 -18.692 -0.514 -0.42
H -12.071 -20.620 -3.299 0.02
H -11.956 -20.721 -4.987 0.41
H -12.167 -19.084 -4.233 0.36
H -9.711 -20.838 -4.509 0.50
H -9.866 -19.034 -4.668 0.42
H -7.881 -18.897 -3.443 0.49
H -7.821 -19.392 -1.763 -0.41
H -8.026 -21.868 -2.810 -0.11
H -7.222 -21.068 -4.307 0.40
H -6.475 -21.079 -2.785 0.34
H -11.154 -18.357 -2.269 0.54
H -9.618 -17.730 -2.421 0.31
H -10.514 -19.567 -0.134 -0.24
H -10.466 -17.849 -0.046 0.72
H -8.943 -18.648 -0.179 -0.32
C -13.941 -25.562 2.549 -1.27
C -13.558 -26.697 1.608 -0.71
N -13.349 -26.270 0.207 0.81
C -12.594 -27.308 -0.553 -1.08
C -11.081 -27.400 -0.214 -0.84
C -14.621 -25.972 -0.534 -0.76
C -14.445 -24.843 -1.562 -1.03
H -14.944 -25.174 2.446 0.36
H -13.210 -24.737 2.524 0.11
H -13.955 -25.920 3.587 0.43
H -12.622 -27.132 1.997 0.37
H -14.312 -27.478 1.612 0.42
H -13.044 -28.303 -0.428 0.36
H -12.694 -27.134 -1.634 0.59
H -10.633 -27.758 -1.128 0.50
H -10.663 -26.415 -0.049 -0.18
H -10.873 -27.989 0.684 0.41
H -15.361 -25.768 0.272 0.40
H -14.996 -26.885 -0.999 0.39
H -15.447 -24.553 -1.960 0.45
H -13.910 -25.180 -2.442 0.25
H -13.931 -23.995 -1.098 0.04
C -7.376 -27.718 0.388 -0.96
C -6.031 -27.070 0.082 -0.78
N -5.920 -25.753 0.708 0.53
C -4.973 -24.882 0.054 -0.35
C -5.473 -24.269 -1.274 -1.03
C -5.697 -25.835 2.148 -1.28
C -6.341 -24.684 2.908 -0.43
H -7.697 -27.698 1.426 0.28
H -7.423 -28.765 0.081 0.53
H -8.092 -27.197 -0.267 0.04
H -5.174 -27.665 0.453 0.30
H -5.959 -26.999 -1.018 0.38
H -4.689 -24.137 0.823 -0.28
H -4.024 -25.397 -0.038 0.35
H -5.682 -25.023 -2.004 0.56
H -6.351 -23.641 -1.014 -0.10
H -4.616 -23.649 -1.606 0.47
H -4.638 -25.976 2.339 0.33
H -6.105 -26.781 2.523 0.62
H -6.086 -24.790 3.971 0.61
H -7.427 -24.747 2.854 -0.04
H -6.027 -23.701 2.532 -0.19
C -8.679 -23.159 5.711 -1.31
C -7.778 -21.940 5.457 -0.20
N -8.482 -20.861 4.636 0.58
C -7.525 -20.015 3.906 0.48
C -8.135 -19.103 2.881 0.30
C -9.512 -20.104 5.419 -0.61
C -9.042 -18.918 6.233 -1.38
H -9.159 -23.501 4.811 0.06
H -9.489 -22.955 6.426 0.38
H -8.045 -23.946 6.123 0.44
H -7.285 -21.544 6.353 0.36
H -6.899 -22.236 4.890 0.05
H -6.889 -19.399 4.567 0.39
H -6.898 -20.684 3.338 -1.14
H -8.788 -19.657 2.220 -0.28
H -8.802 -18.351 3.322 0.68
H -7.337 -18.601 2.295 -0.69
H -10.113 -20.758 6.042 0.61
H -10.249 -19.747 4.656 0.26
H -9.912 -18.419 6.646 0.45
H -8.436 -18.214 5.691 0.26
H -8.451 -19.189 7.156 0.30
C -3.832 -20.698 4.597 -1.13
C -2.966 -20.803 3.335 -0.63
N -3.657 -21.431 2.233 0.97
C -4.528 -20.450 1.565 -1.09
C -5.585 -21.161 0.682 0.73
C -2.725 -21.975 1.274 -0.77
C -2.041 -23.234 1.903 -1.34
H -3.975 -21.699 4.978 0.36
H -4.769 -20.204 4.315 0.02
H -3.314 -20.156 5.381 0.46
H -2.602 -19.821 2.997 0.30
H -2.038 -21.298 3.584 0.50
H -4.961 -19.846 2.372 -0.11
H -3.896 -19.714 1.046 0.39
H -6.289 -20.448 0.211 -0.75
H -5.120 -21.696 -0.137 0.37
H -6.125 -21.815 1.365 -0.54
H -1.975 -21.204 1.033 0.53
H -3.208 -22.150 0.317 0.45
H -1.205 -22.932 2.567 0.39
H -1.715 -23.925 1.134 0.41
H -2.812 -23.710 2.523 0.23
C -5.767 -17.468 -0.082 0.81
C -4.922 -16.212 0.053 -1.16
N -5.311 -15.359 1.156 0.08
C -4.470 -14.205 1.283 -0.57
C -4.991 -13.146 2.258 -1.34
C -5.397 -16.032 2.440 -0.55
C -4.129 -16.664 3.027 -0.81
H -5.415 -17.986 -0.981 0.46
H -6.812 -17.167 -0.156 0.26
H -5.757 -18.073 0.811 -1.37
H -3.847 -16.496 0.038 0.37
H -5.007 -15.599 -0.836 0.60
H -3.445 -14.502 1.511 0.37
H -4.392 -13.713 0.308 0.48
H -4.327 -12.290 2.116 0.43
H -5.966 -12.746 2.054 0.31
H -4.909 -13.470 3.270 0.34
H -6.190 -16.738 2.307 0.06
H -5.813 -15.323 3.159 0.40
H -3.397 -15.921 3.391 0.43
H -3.724 -17.331 2.258 0.04
H -4.430 -17.279 3.881 0.36
```

The LUMO energy comes out at 0.51 eV. The maximum force comes out at 2.84 eV Å⁻¹. The HOMO-LUMO gap is 7.697 eV.